# 1
27
Properties=species:S:1:pos:R:3:forces:R:3 method="wB97M-V/def2-TZVPD" lumo_energy_ev="-0.545 / -0.545" total_energy_ha=-748.5748 molar_mass_g_mol=169.2 homo_energy_ev="-8.15 / -8.15" homo_lumo_gap_ev="7.6049 / 7.6057"
C 1.2669 -1.3243 0.1425 0.3 -1.2 -0.1
C -1.2899 0.0674 -1.1689 0.0 0.3 0.1
C -1.4565 -0.1344 1.3242 0.0 0.3 0.0
C 0.1621 0.5413 -1.0356 -0.2 -0.2 -0.3
C -0.0038 0.3409 1.4732 -0.2 -0.3 0.2
C -2.1037 0.4522 0.0681 -0.2 -0.4 -0.1
C 0.7251 -0.0494 0.2249 2.6 2.4 0.1
C -3.5440 -0.0326 -0.0754 0.2 0.2 0.1
C 4.0579 -0.1681 -0.7929 -0.4 0.2 0.0
N 1.7867 -2.3497 0.0288 -0.1 -0.3 0.0
P 3.1813 0.9683 0.3578 -1.9 -0.6 -0.3
H -1.7397 0.5035 -2.0631 0.0 -0.1 -0.1
H -1.2974 -1.0205 -1.2830 -0.1 0.0 0.0
H -1.4691 -1.2257 1.2605 -0.1 -0.1 0.0
H -2.0271 0.1580 2.2079 0.0 -0.1 0.0
H 0.7420 0.2297 -1.9067 0.0 0.1 0.1
H 0.1881 1.6317 -0.9734 0.0 0.0 0.0
H 0.0156 1.4263 1.5925 0.0 0.0 0.0
H 0.4544 -0.1158 2.3528 0.0 0.1 0.0
H -2.1072 1.5448 0.1574 0.0 0.0 0.0
H -3.5657 -1.1080 -0.2383 0.0 -0.1 0.0
H -4.0273 0.4521 -0.9212 -0.1 0.0 -0.1
H -4.1163 0.1903 0.8223 -0.1 0.0 0.1
H 5.1028 -0.2447 -0.4938 0.0 0.0 0.0
H 4.0069 0.2289 -1.8070 0.0 0.0 0.0
H 3.6041 -1.1630 -0.7563 0.1 -0.1 0.0
H 3.4539 0.2007 1.5026 -0.1 -0.1 0.3


# 2
60
Properties=species:S:1:pos:R:3:forces:R:3 method="wB97M-V/def2-TZVPD" total_charge=+1 lumo_energy_ev=-3.145 total_energy_ha=-7473.3149 molar_mass_g_mol=641.8 homo_energy_ev=-10.79 homo_lumo_gap_ev=7.6452
C -1.8579 1.4958 -1.3081 -0.4 -0.4 -0.3
C -1.6619 0.3960 -2.3508 0.3 0.7 -0.6
C -1.6171 1.0911 -3.7245 0.0 0.1 0.7
C -0.3627 -0.3994 -2.1684 -0.8 -0.5 0.5
C -0.4633 -1.6875 -1.3199 0.4 0.3 -0.1
S -1.7312 -1.5505 -0.0415 -0.2 0.1 -0.4
C -0.8597 -0.6993 1.2995 0.0 -0.4 0.5
C -0.4010 -1.5964 2.4501 0.1 0.3 -0.7
C 0.3852 -0.8063 3.4826 0.0 0.0 0.4
F 1.5253 -0.3477 2.8962 0.1 0.0 0.1
Br 0.8338 -2.0269 4.9145 0.0 0.1 -0.1
C -0.3999 0.4387 4.0031 0.0 0.2 0.6
F -1.7018 0.0811 4.1187 0.3 0.1 0.0
F -0.3216 1.4001 3.0588 -0.1 -0.1 -0.1
Br 0.1876 1.2322 5.6725 -0.1 -0.4 -0.5
C -2.0647 -3.2535 0.4577 -0.8 0.1 0.0
C -3.5652 -3.5883 0.5218 -1.2 -2.2 0.4
O -3.9506 -4.7300 0.6305 1.1 2.7 -0.4
Cl -4.7029 -2.2203 0.5302 0.4 -0.4 0.0
H -2.6556 2.1378 -1.6578 -0.2 0.3 0.0
H -0.9595 2.0919 -1.2259 0.2 0.2 0.2
H -2.1761 1.1272 -0.3414 0.1 0.0 0.4
H -2.5386 -0.2454 -2.3640 -0.1 -0.4 0.1
H -2.6049 1.4535 -3.9731 -0.2 0.0 -0.3
H -1.2261 0.4480 -4.5000 -0.1 -0.2 -0.3
H -0.9827 1.9667 -3.6427 0.3 0.2 -0.2
H 0.4142 0.2232 -1.7490 0.2 0.3 0.0
H -0.0727 -0.7237 -3.1573 0.5 -0.2 -0.2
H 0.4767 -1.9072 -0.8304 0.2 -0.1 0.2
H -0.6856 -2.5398 -1.9478 -0.4 -0.2 0.0
H -1.5314 0.0735 1.6345 -0.3 0.1 0.0
H 0.0011 -0.2223 0.8503 0.1 0.1 -0.3
H -1.2209 -2.1099 2.9247 -0.3 0.0 0.3
H 0.2926 -2.3306 2.0547 0.2 -0.3 0.1
H -1.6261 -3.9234 -0.2673 0.3 -0.2 -0.2
H -1.6815 -3.4823 1.4425 0.3 0.0 0.1
F 0.6637 -4.1725 -3.3704 0.0 0.0 0.0
C 0.4123 -3.7790 -4.6463 0.0 0.0 -0.2
C 1.3235 -4.0679 -5.6386 0.2 -0.1 0.1
C 1.0426 -3.6553 -6.9333 -0.1 0.1 0.0
C -0.1277 -2.9600 -7.2132 0.0 0.0 0.0
C -1.0264 -2.6756 -6.1956 0.1 0.0 -0.1
C -0.7550 -3.0941 -4.9011 -0.2 0.1 0.2
H 2.2306 -4.6062 -5.3999 0.0 0.0 0.0
H 1.7411 -3.8785 -7.7272 0.0 0.0 0.0
H -0.3371 -2.6406 -8.2244 0.0 0.0 0.0
H -1.9361 -2.1307 -6.4074 0.0 0.0 0.0
H -1.4486 -2.8961 -4.0922 0.0 0.0 0.0
F 3.5146 6.4663 2.8890 0.0 0.0 0.0
C 3.4132 5.9536 4.1304 0.0 0.0 0.1
C 2.6673 4.8083 4.3199 -0.1 -0.1 -0.1
C 2.5668 4.2807 5.5983 0.1 0.1 0.0
C 3.2026 4.9019 6.6640 0.0 0.0 0.0
C 3.9452 6.0548 6.4492 -0.1 -0.1 0.0
C 4.0571 6.5876 5.1734 0.1 0.1 0.0
H 2.1747 4.3429 3.4763 0.0 0.0 0.0
H 1.9882 3.3806 5.7548 0.0 0.1 0.0
H 3.1199 4.4888 7.6601 0.0 0.0 0.0
H 4.4393 6.5432 7.2775 0.0 0.0 0.0
H 4.6350 7.4818 4.9838 0.0 0.0 0.0


# 3
20
Properties=species:S:1:pos:R:3:forces:R:3 method="wB97M-V/def2-TZVPD" lumo_energy_ev=-2.482 total_energy_ha=-290.8575 molar_mass_g_mol=99.2 homo_energy_ev=-6.01 homo_lumo_gap_ev=3.5297
C 2.3825 0.7299 -0.1867 -0.2 0.1 0.4
C 0.9377 0.3228 -0.5530 0.3 -0.8 0.1
C -0.0830 0.0203 0.3666 0.7 2.1 0.7
C 0.0158 0.4464 1.7041 -2.7 -2.2 -0.3
C -1.4316 -0.6808 -0.0929 0.2 1.0 0.7
C -2.5172 0.0281 -0.8203 4.4 2.8 -1.3
N 3.4613 -0.2842 -0.1198 -1.0 -3.1 0.5
H 2.8400 1.3824 -0.9278 -0.9 0.7 0.0
H 2.3117 1.1995 0.7898 0.0 0.5 0.0
H 0.7574 0.1537 -1.6093 -0.1 0.0 0.0
H -4.0846 -1.3281 -0.8839 -0.7 -0.4 0.0
H -0.7264 0.0325 2.4508 0.9 0.4 -1.0
H 0.5375 1.2706 2.0823 1.1 0.9 0.1
H -1.0869 -1.4605 -0.7029 0.1 -1.7 -0.4
H -1.9252 -0.9553 0.8225 0.4 -1.0 0.6
H -3.4764 -0.5878 -0.8161 -1.7 -1.5 0.0
H -2.2564 0.1367 -1.8961 -0.6 0.1 0.6
H -2.7569 0.9830 -0.3717 -0.4 0.2 0.0
H 3.0286 -1.2300 0.0729 0.6 1.3 -0.4
H 4.0721 -0.1792 0.6916 -0.3 0.5 -0.2